{
  "formula": "C25H29Br2N4OTi",
  "method": "ωB97M-V/def2-TZVPD",
  "multiplicity": 1,
  "e_above_lowest_kj_mol": 449.16,
  "gap_ev": [3.9, 3.9],
  "e_lumo_ev": [2.31, 2.31],
  "e_homo_ev": [-1.6, -1.6],
  "charge": -1,
  "symbols": ["Ti", "O", "C", "N", "C", "C", "C", "C", "C", "C", "N", "C", "C", "C", "C", "C", "N", "H", "H", "H", "H", "H", "H", "H", "H", "H", "H", "Br", "C", "Br", "H", "H", "C", "C", "C", "C", "C", "C", "C", "C", "C", "C", "C", "C", "N", "H", "H", "H", "H", "H", "H", "H", "H", "H", "H", "H", "H", "H", "H", "H", "H", "H"],
  "coordinates": [[-0.332511, 0.829338, 0.667981], [0.413226, 1.310261, 4.328779], [-0.100629, 1.375516, 3.207326], [-0.628972, 0.331856, 2.532876], [-0.011755, -0.926004, 2.893383], [1.398702, -0.889008, 2.331561], [2.404888, -1.746109, 2.739127], [3.706337, -1.527155, 2.313557], [3.957605, -0.404581, 1.536632], [2.896131, 0.380096, 1.140418], [1.630645, 0.126763, 1.478553], [-0.077936, 2.707773, 2.488647], [-0.286155, 3.890351, 3.171401], [-0.142354, 5.100616, 2.518992], [0.267663, 5.080245, 1.188114], [0.485448, 3.870984, 0.572405], [0.300344, 2.685682, 1.174672], [-0.593435, -1.755852, 2.488410], [0.046809, -1.039188, 3.980648], [2.173243, -2.566311, 3.406445], [4.503774, -2.196484, 2.607205], [4.965891, -0.146895, 1.241899], [3.056046, 1.260858, 0.531698], [-0.577819, 3.837436, 4.210747], [-0.333722, 6.036505, 3.025809], [0.425749, 5.996308, 0.635655], [0.806038, 3.828231, -0.459646], [-2.705006, 2.064920, 0.833186], [-2.656933, 2.790969, -1.994495], [-0.880482, 2.229888, -2.226190], [-2.803418, 3.858264, -2.055917], [-3.386764, 2.126596, -2.430304], [-1.918471, -3.474729, 0.134139], [-2.792828, -2.535735, -0.709596], [-3.497353, -1.526719, 0.192394], [-1.938077, -1.958146, -1.830739], [-2.258177, -2.360912, -3.117149], [-1.417338, -2.145711, -4.197716], [-0.166749, -1.616887, -3.933768], [0.200400, -1.167951, -2.673940], [1.660515, -0.781861, -2.507737], [1.875558, 0.716804, -2.274280], [2.313536, -1.646470, -1.425444], [-0.749211, -1.173891, -1.588407], [-0.553182, -0.510168, -0.425797], [-2.498892, -3.918348, 0.948559], [-1.088706, -2.908748, 0.560044], [-1.510336, -4.276581, -0.485310], [-3.563331, -3.146442, -1.195141], [-2.775131, -1.045392, 0.839593], [-4.246650, -2.027735, 0.814485], [-3.999376, -0.760399, -0.396671], [-3.199235, -2.880381, -3.276734], [-1.698095, -2.449046, -5.199000], [0.566055, -1.557668, -4.734310], [2.157726, -1.024288, -3.453477], [1.389536, 1.020941, -1.350036], [1.435489, 1.281703, -3.098399], [2.943278, 0.951686, -2.217046], [1.836162, -1.463034, -0.465232], [3.383074, -1.432461, -1.343616], [2.189181, -2.703289, -1.669253]],
  "forces_ev_per_angstrom": [[-2.483, -0.995, -2.991], [0.011, 0.287, -0.359], [-0.333, -0.287, 1.179], [0.437, -0.179, 0.897], [-0.077, -0.030, 0.182], [-0.142, 0.148, 0.068], [0.240, -0.198, -0.038], [-0.310, 0.232, -0.057], [0.287, -0.203, 0.128], [-0.167, 0.212, -0.149], [0.659, -0.585, 0.384], [0.170, 0.090, -0.562], [-0.174, 0.254, 0.261], [0.018, -0.350, -0.101], [0.079, 0.131, 0.125], [0.159, -0.221, -0.232], [0.614, 2.159, 1.216], [0.067, 0.024, -0.107], [0.064, -0.076, -0.063], [-0.062, 0.021, -0.012], [0.032, 0.037, 0.040], [-0.048, 0.020, -0.067], [-0.029, -0.038, -0.138], [0.032, -0.036, 0.005], [-0.007, -0.009, 0.037], [-0.025, -0.042, -0.036], [-0.128, -0.061, -0.052], [0.703, -0.532, 0.323], [-0.287, 0.289, -0.120], [-0.298, 0.131, 0.249], [0.171, 0.065, -0.197], [0.139, -0.082, -0.203], [-0.132, -0.031, -0.103], [0.125, 0.184, 0.189], [-0.096, -0.114, -0.173], [0.339, 0.268, 0.394], [-0.050, -0.011, -0.194], [0.046, -0.021, 0.105], [-0.056, -0.055, -0.150], [-0.216, 0.094, 0.447], [-0.065, 0.206, 0.259], [0.257, -0.338, -0.188], [-0.002, 0.047, -0.125], [-0.257, -0.893, -1.604], [0.457, 0.032, 0.866], [0.019, 0.000, 0.001], [0.026, -0.015, 0.023], [0.040, -0.015, 0.052], [0.066, 0.036, -0.023], [-0.007, 0.247, 0.115], [0.043, -0.032, -0.014], [0.040, 0.117, 0.077], [0.040, -0.011, 0.062], [-0.002, 0.000, 0.027], [-0.028, 0.040, 0.032], [-0.077, -0.009, 0.000], [0.059, 0.146, 0.039], [0.083, 0.034, 0.148], [0.017, -0.005, 0.045], [0.003, -0.076, 0.032], [-0.001, 0.012, 0.035], [0.018, -0.012, 0.012]]
}

=====

{
  "formula": "C25H29Br2N4OTi",
  "method": "ωB97M-V/def2-TZVPD",
  "multiplicity": 1,
  "e_above_lowest_kj_mol": 127.40,
  "gap_ev": 5.3,
  "e_lumo_ev": 2.20,
  "e_homo_ev": -3.1,
  "charge": -1,
  "symbols": ["Ti", "O", "C", "N", "C", "C", "C", "C", "C", "C", "N", "C", "C", "C", "C", "C", "N", "H", "H", "H", "H", "H", "H", "H", "H", "H", "H", "Br", "C", "Br", "H", "H", "C", "C", "C", "C", "C", "C", "C", "C", "C", "C", "C", "C", "N", "H", "H", "H", "H", "H", "H", "H", "H", "H", "H", "H", "H", "H", "H", "H", "H", "H"],
  "coordinates": [[-1.039754, -1.271028, -0.190313], [-3.987075, 0.126346, 2.352093], [-3.295460, -0.251311, 1.410941], [-2.375740, -1.219873, 1.362371], [-1.958401, -1.892926, 2.590672], [-0.463473, -2.115654, 2.551958], [0.324889, -2.139464, 3.684777], [1.697088, -2.327521, 3.517864], [2.230511, -2.501967, 2.257807], [1.374695, -2.481215, 1.159522], [0.063239, -2.260807, 1.329662], [-3.434363, 0.463922, 0.063746], [-4.432903, 1.395426, -0.161964], [-4.442790, 2.054756, -1.380077], [-3.460926, 1.776618, -2.322870], [-2.500748, 0.826234, -2.024481], [-2.513084, 0.181865, -0.860457], [-2.250188, -1.306236, 3.464886], [-2.428913, -2.879706, 2.657140], [-0.120185, -2.005073, 4.660437], [2.350329, -2.321621, 4.382494], [3.289991, -2.646581, 2.102996], [1.712269, -2.596264, 0.143797], [-5.151150, 1.581754, 0.623228], [-5.206098, 2.793242, -1.591046], [-3.433377, 2.284698, -3.276367], [-1.706773, 0.551256, -2.707198], [-1.169609, -5.159965, 1.014225], [0.860782, -5.155484, 0.562183], [-1.326115, -2.740027, -2.127087], [0.843225, -5.814344, -0.318471], [1.216708, -5.794195, 1.387882], [3.256815, -0.831789, -2.869514], [1.913293, -0.105204, -2.938205], [1.636061, 0.393855, -4.355704], [1.852324, 1.014518, -1.921580], [2.637735, 2.149589, -2.069084], [2.588083, 3.183207, -1.144656], [1.735578, 3.082379, -0.056002], [0.935058, 1.962148, 0.137415], [0.009340, 1.901012, 1.333326], [0.779424, 1.949016, 2.652075], [-1.065766, 2.985698, 1.269401], [0.999981, 0.912286, -0.802423], [0.229547, -0.219506, -0.649137], [3.271561, -1.687086, -3.548470], [3.448201, -1.200979, -1.860821], [4.078712, -0.164561, -3.144875], [1.135028, -0.823773, -2.674971], [2.451789, 1.017798, -4.731672], [0.721932, 0.989669, -4.395797], [1.520601, -0.448957, -5.040277], [3.300311, 2.225919, -2.924650], [3.208548, 4.061744, -1.272909], [1.690984, 3.893499, 0.663115], [-0.501042, 0.936099, 1.299762], [1.326493, 2.889148, 2.760958], [1.500052, 1.131056, 2.707504], [0.096403, 1.858828, 3.499993], [-0.630725, 3.983876, 1.370649], [-1.795977, 2.852304, 2.071024], [-1.596947, 2.953353, 0.315173]],
  "forces_ev_per_angstrom": [[0.964, -0.736, -1.526], [0.009, -0.072, 0.050], [-0.152, 0.040, -0.158], [0.422, 0.362, 0.158], [-0.117, 0.081, -0.008], [-0.186, 0.132, 0.280], [-0.041, -0.183, -0.170], [0.162, 0.005, -0.036], [-0.026, 0.063, 0.080], [-0.270, -0.747, 0.213], [-0.206, 0.822, -0.119], [-0.065, -0.029, 0.156], [0.103, -0.001, -0.046], [-0.037, 0.024, 0.026], [0.033, -0.029, 0.001], [-0.135, 0.010, 0.021], [-0.122, -0.102, 0.526], [0.040, -0.039, 0.018], [-0.030, 0.016, 0.015], [0.012, 0.017, 0.012], [-0.004, -0.008, 0.005], [0.002, -0.038, 0.033], [0.064, 0.169, 0.007], [0.002, 0.022, 0.000], [0.002, 0.001, -0.019], [-0.012, 0.011, 0.004], [-0.009, 0.011, -0.003], [0.361, -0.012, -0.049], [-0.278, -0.093, 0.207], [-0.063, 0.044, -0.026], [0.010, 0.082, -0.010], [0.021, 0.058, -0.041], [0.030, -0.037, 0.000], [-0.026, -0.051, 0.044], [0.001, 0.014, -0.065], [0.093, 0.145, -0.026], [-0.030, -0.030, 0.004], [0.015, 0.011, -0.004], [-0.018, -0.046, -0.007], [0.087, 0.187, -0.001], [-0.018, -0.102, -0.012], [0.019, 0.011, 0.036], [-0.029, 0.047, 0.007], [-0.142, -0.337, -0.007], [-0.444, 0.241, 0.420], [-0.010, 0.006, -0.016], [-0.015, 0.000, 0.007], [-0.002, 0.012, 0.006], [-0.004, 0.036, 0.002], [0.005, 0.010, 0.020], [-0.019, -0.023, 0.019], [0.019, -0.008, 0.001], [0.008, 0.019, 0.001], [-0.001, 0.006, -0.001], [0.005, 0.009, 0.001], [0.027, 0.031, -0.008], [-0.001, 0.008, -0.013], [-0.005, -0.008, -0.003], [-0.013, -0.005, -0.006], [0.022, -0.007, -0.005], [0.000, -0.003, 0.007], [-0.006, -0.019, -0.001]]
}